C32H45BrIN6O4P | wB97M-V/def2-TZVPD

Its structure (SMILES) is CC[C@@H](Br)c1nc2c(CC=O)c(C)c(P(O)I)cc2nc1CC(=O)O.CCCC#N.CCCC#N.CCCC#N.CCCC#N. The HOMO energy is -8.88 eV. The LUMO energy is -0.585 eV.

Element x y z (Å)
I1 2.515 3.452 -4.214
Br1 -1.033 -4.596 -0.083
P1 0.425 3.955 -3.067
O1 0.940 4.406 -1.571
O2 2.979 -2.806 -3.026
O3 1.969 -3.355 -4.945
O4 -2.432 -0.074 1.125
N1 2.471 9.438 2.679
N2 -1.986 -1.348 -1.641
N3 0.481 -1.248 -3.000
N4 -2.676 -5.863 4.277
N5 3.612 2.723 -0.966
N6 0.552 -8.846 -0.872
C1 2.793 -8.429 2.060
C2 1.506 -7.627 2.217
C3 -3.652 -5.442 -2.379
C4 4.469 5.189 1.300
C5 -1.533 2.280 -1.936
C6 -1.329 -2.429 -1.949
C7 -3.360 0.927 -0.827
C8 1.919 -3.255 -3.759
C9 -0.066 -2.372 -2.632
C10 5.250 4.219 0.407
C11 -2.711 -2.399 4.227
C12 1.181 10.184 0.536
C13 -2.616 -4.817 4.739
C14 -0.276 9.710 0.582
C15 -1.419 -0.153 -1.982
C16 -2.544 -3.471 5.312
C17 1.907 9.773 1.740
C18 0.333 1.141 -2.993
C19 -2.989 0.873 0.647
C20 -2.078 1.048 -1.611
C21 0.420 -8.641 0.246
C22 4.330 3.374 -0.356
C23 -2.364 -4.677 -2.651
C24 -0.211 -0.115 -2.666
C25 -0.291 2.315 -2.650
C26 -0.402 8.192 0.662
C27 0.273 -8.363 1.678
C28 -2.181 3.582 -1.534
C29 3.566 6.119 0.499
C30 -2.008 -3.703 -1.527
C31 0.684 -3.639 -2.980
C32 -1.635 -2.471 3.153
H1 -2.022 3.736 -0.467
H2 1.277 1.164 -3.517
H3 -2.932 -3.395 -1.053
H4 1.611 -6.670 1.701
H5 -3.206 1.760 1.269
H6 1.343 -7.405 3.273
H7 -1.580 -3.360 5.810
H8 -3.896 0.014 -1.063
H9 -0.786 10.070 -0.313
H10 -2.685 -1.417 4.703
H11 -0.778 10.163 1.439
H12 -4.022 1.769 -0.994
H13 0.132 -9.307 2.205
H14 1.417 3.679 -1.140
H15 -1.765 4.436 -2.055
H16 5.896 3.576 1.004
H17 -0.638 -2.365 3.589
H18 3.097 -1.879 -3.274
H19 3.637 -7.883 2.482
H20 -1.451 7.896 0.661
H21 -4.523 -4.807 -2.526
H22 -2.437 -4.166 -3.610
H23 2.805 5.564 -0.053
H24 3.018 -8.620 1.010
H25 1.689 9.765 -0.334
H26 -1.772 -1.679 2.422
H27 -1.566 -5.411 -2.737
H28 -3.694 -2.503 3.763
H29 -3.732 -6.243 -3.113
H30 -1.672 -3.422 2.618
H31 0.084 7.710 -0.189
H32 1.229 11.271 0.461
H33 -3.666 -5.910 -1.399
H34 0.112 -4.275 -3.641
H35 0.048 7.804 1.577
H36 -0.622 -7.758 1.826
H37 1.007 -4.153 -2.078
H38 -3.324 -3.378 6.068
H39 5.177 5.781 1.881
H40 3.049 6.819 1.156
H41 5.878 4.768 -0.295
H42 -3.253 3.566 -1.703
H43 2.721 -9.390 2.574
H44 3.867 4.623 2.014
H45 4.146 6.704 -0.219

Computed Mulliken charges, given in elementary charges: number 1, I, carries -0.156; number 2, Br, carries -0.084; number 3, P, carries -0.053; number 4, O, carries -0.242; number 5, O, carries -0.501; number 6, O, carries -0.565; number 7, O, carries -0.460; number 8, N, carries -0.453; number 9, N, carries -0.230; number 10, N, carries -0.407; number 11, N, carries -0.457; number 12, N, carries -0.422; number 13, N, carries -0.479; number 14, C, carries -1.216; number 15, C, carries -0.261; number 16, C, carries -1.487; number 17, C, carries -0.486; number 18, C, carries 0.652; number 19, C, carries -0.077; number 20, C, carries -0.971; number 21, C, carries 0.382; number 22, C, carries 0.678; number 23, C, carries -0.510; number 24, C, carries -0.411; number 25, C, carries -0.368; number 26, C, carries 0.282; number 27, C, carries -0.456; number 28, C, carries -0.099; number 29, C, carries -0.491; number 30, C, carries 0.218; number 31, C, carries 0.642; number 32, C, carries -0.169; number 33, C, carries 0.038; number 34, C, carries 0.221; number 35, C, carries 0.334; number 36, C, carries -0.522; number 37, C, carries -0.941; number 38, C, carries 0.985; number 39, C, carries -1.036; number 40, C, carries -0.293; number 41, C, carries -2.171; number 42, C, carries -0.511; number 43, C, carries -0.646; number 44, C, carries -0.024; number 45, C, carries -0.450; number 46, H, carries 0.337; number 47, H, carries 0.001; number 48, H, carries 0.573; number 49, H, carries 0.152; number 50, H, carries 0.399; number 51, H, carries 0.355; number 52, H, carries 0.282; number 53, H, carries 0.418; number 54, H, carries 0.311; number 55, H, carries 0.328; number 56, H, carries 0.304; number 57, H, carries 0.432; number 58, H, carries 0.318; number 59, H, carries 0.257; number 60, H, carries 0.507; number 61, H, carries 0.313; number 62, H, carries 0.319; number 63, H, carries 0.344; number 64, H, carries 0.352; number 65, H, carries 0.339; number 66, H, carries 0.375; number 67, H, carries 0.496; number 68, H, carries -0.003; number 69, H, carries 0.344; number 70, H, carries 0.273; number 71, H, carries -0.019; number 72, H, carries 0.316; number 73, H, carries 0.285; number 74, H, carries 0.435; number 75, H, carries 0.110; number 76, H, carries 0.241; number 77, H, carries 0.305; number 78, H, carries 0.319; number 79, H, carries 0.249; number 80, H, carries 0.335; number 81, H, carries 0.217; number 82, H, carries 0.297; number 83, H, carries 0.315; number 84, H, carries 0.343; number 85, H, carries 0.170; number 86, H, carries 0.273; number 87, H, carries 0.446; number 88, H, carries 0.306; number 89, H, carries 0.293; number 90, H, carries 0.311